1.
The following is a DFT calculation (ωB97M-V with the def2-TZVPD basis set) of a cluster of 8 separate species, C29H70O13 in total at a distorted geometry.

Last column: Löwdin charge in e.
CARTESIAN COORDINATES (ANGSTROEM)
C (14.58188, -4.53768, 11.62634)  -0.16
C (13.14279, -4.91685, 12.01017)  -0.15
C (12.79959, -3.83871, 13.02899)  -0.19
O (13.73960, -2.75044, 12.88446)  -0.14
C (14.48449, -3.01408, 11.71068)  -0.22
H (14.91252, -4.78317, 10.61619)  0.11
H (15.28721, -4.91264, 12.36928)  0.09
H (13.12039, -5.94014, 12.37675)  0.11
H (12.50654, -4.80376, 11.13516)  0.11
H (12.85002, -4.02982, 14.10370)  0.12
H (11.76798, -3.51667, 12.83607)  0.09
H (15.45404, -2.51424, 11.70961)  0.11
H (13.94640, -2.63522, 10.82645)  0.12
C (16.46891, -6.88490, 14.85571)  -0.16
C (15.88872, -8.14593, 15.51772)  -0.16
C (17.14817, -8.95426, 15.90146)  -0.20
O (18.27240, -8.18993, 15.49017)  -0.15
C (17.83404, -7.36515, 14.41071)  -0.21
H (16.59798, -6.09793, 15.59884)  0.12
H (15.87884, -6.50816, 14.01972)  0.09
H (15.23844, -8.72253, 14.86082)  0.10
H (15.29581, -7.80030, 16.36404)  0.10
H (17.16952, -9.92967, 15.40780)  0.11
H (17.22055, -9.07008, 16.98221)  0.12
H (17.73073, -8.02958, 13.53595)  0.12
H (18.56531, -6.60637, 14.14832)  0.12
C (11.74024, -7.25156, 15.30220)  -0.18
O (10.58691, -7.91932, 15.72251)  -0.12
H (12.41235, -7.88803, 14.71478)  0.07
H (11.50783, -6.34032, 14.72988)  0.06
H (12.31608, -6.88120, 16.15483)  0.08
H (10.22851, -8.42015, 14.97562)  0.03
C (13.91506, 0.98739, 11.29924)  -0.11
O (13.27526, 1.82322, 10.37864)  -0.19
C (11.87804, 1.82877, 10.55972)  -0.23
C (11.21946, 2.89113, 9.70656)  -0.21
O (10.99314, 2.57235, 8.35324)  -0.17
C (12.06701, 1.97786, 7.66981)  -0.12
H (14.98981, 1.03539, 11.11909)  0.09
H (13.59350, -0.05384, 11.16929)  0.08
H (13.76555, 1.28978, 12.34353)  0.09
H (11.64983, 2.13730, 11.59329)  0.13
H (11.40028, 0.85978, 10.36865)  0.14
H (11.80931, 3.81736, 9.78263)  0.13
H (10.24787, 3.12535, 10.14290)  0.13
H (12.88920, 2.68933, 7.50586)  0.09
H (11.68074, 1.67881, 6.69561)  0.09
H (12.50571, 1.10409, 8.15604)  0.08
C (13.09220, -6.95331, 8.52975)  -0.10
O (12.49150, -7.28265, 9.75657)  -0.19
C (12.31293, -8.66596, 9.98353)  -0.21
C (11.39565, -9.35723, 9.01690)  -0.20
O (11.91148, -9.63321, 7.72623)  -0.19
C (13.01952, -10.50295, 7.70418)  -0.11
H (13.29808, -5.88345, 8.54434)  0.09
H (12.47780, -7.21680, 7.66864)  0.09
H (14.06644, -7.46038, 8.42672)  0.09
H (11.94424, -8.75037, 11.00846)  0.12
H (13.30618, -9.14566, 10.04595)  0.12
H (10.53429, -8.69995, 8.86046)  0.14
H (10.97408, -10.28595, 9.42960)  0.12
H (13.84733, -10.19249, 8.35148)  0.07
H (13.39670, -10.51265, 6.68422)  0.09
H (12.76134, -11.52546, 8.01252)  0.09
C (8.50360, -2.79973, 16.70550)  -0.12
O (8.26606, -1.42353, 16.79545)  -0.17
C (9.22580, -0.72910, 17.56557)  -0.20
C (10.61477, -0.68251, 16.96447)  -0.23
O (10.57702, -0.18269, 15.64501)  -0.17
C (11.70540, -0.54266, 14.88013)  -0.10
H (9.55616, -3.09146, 16.61151)  0.08
H (8.00902, -3.20081, 15.82149)  0.08
H (8.10824, -3.31187, 17.59420)  0.09
H (9.30362, -1.22754, 18.54389)  0.13
H (8.85624, 0.28684, 17.69116)  0.13
H (11.10259, -1.66893, 16.98275)  0.11
H (11.25998, -0.06324, 17.60819)  0.13
H (11.90159, 0.27734, 14.18472)  0.08
H (11.42810, -1.38049, 14.22497)  0.08
H (12.61635, -0.79207, 15.42302)  0.09
C (9.63625, -10.38719, 13.01976)  -0.09
O (9.39293, -9.11455, 13.56177)  -0.21
C (8.13945, -8.59218, 13.19161)  -0.20
C (8.01787, -7.13836, 13.58097)  -0.21
O (8.95271, -6.39786, 12.82683)  -0.18
C (8.81096, -5.01494, 13.01958)  -0.10
H (10.64743, -10.70242, 13.27119)  0.09
H (9.57154, -10.36691, 11.92400)  0.08
H (8.92977, -11.13604, 13.39606)  0.09
H (7.34824, -9.19924, 13.65669)  0.13
H (7.93998, -8.66498, 12.11236)  0.13
H (8.15778, -6.98630, 14.65706)  0.13
H (7.00400, -6.81589, 13.29835)  0.13
H (9.63047, -4.52630, 12.49661)  0.08
H (8.83029, -4.70528, 14.07137)  0.08
H (7.85951, -4.66360, 12.59589)  0.09
C (17.65709, -7.84908, 9.77792)  -0.11
O (18.12495, -6.72101, 10.46928)  -0.20
C (18.13125, -5.53568, 9.67846)  -0.20
C (18.23764, -4.39551, 10.65470)  -0.22
O (17.95148, -3.20241, 9.97100)  -0.18
C (18.26444, -2.04210, 10.71255)  -0.11
H (18.40162, -8.19336, 9.05034)  0.09
H (16.74959, -7.61760, 9.19789)  0.07
H (17.37411, -8.59797, 10.51312)  0.08
H (17.23022, -5.45553, 9.06447)  0.12
H (19.01209, -5.59343, 9.02736)  0.13
H (19.22027, -4.42946, 11.13996)  0.13
H (17.49204, -4.58792, 11.43890)  0.11
H (17.83244, -2.07330, 11.71958)  0.08
H (17.83489, -1.19365, 10.18220)  0.09
H (19.34709, -1.89524, 10.78443)  0.09

2.
The following is a DFT calculation (ωB97M-V with the def2-TZVPD basis set) of a cluster of 11 separate species, C29H71N9O20 in total at a distorted geometry.

Last column: Löwdin charge in e.
CARTESIAN COORDINATES (ANGSTROEM)
C (2.81789, 1.33857, 7.83148)  -0.11
O (2.43248, 0.05034, 8.23026)  -0.19
C (1.99464, -0.80432, 7.18460)  -0.18
C (0.76115, -0.23964, 6.43506)  -0.14
O (1.13163, 0.82851, 5.55335)  -0.20
C (0.11433, 1.37292, 4.82764)  -0.22
C (0.56805, 2.58812, 3.96113)  -0.16
O (1.08168, 2.27414, 2.67600)  -0.17
C (2.26215, 1.52894, 2.80861)  -0.12
H (3.65748, 1.32865, 7.13644)  0.09
H (3.14123, 1.89672, 8.71012)  0.09
H (1.99786, 1.81658, 7.29560)  0.08
H (1.84594, -1.79158, 7.62199)  0.13
H (2.88139, -0.96851, 6.57237)  0.11
H (0.07954, 0.20129, 7.16245)  0.14
H (0.29809, -0.98728, 5.79109)  0.11
H (-0.66871, 1.66114, 5.52898)  0.13
H (-0.38417, 0.60168, 4.24045)  0.10
H (1.28370, 3.17838, 4.53345)  0.12
H (-0.32173, 3.19381, 3.78931)  0.12
H (2.93709, 1.99320, 3.52766)  0.10
H (2.80883, 1.48817, 1.86649)  0.05
H (2.04996, 0.49021, 3.06182)  0.07
C (-2.23103, -2.93286, -2.38838)  -0.09
O (-3.62825, -2.65932, -2.53940)  -0.18
C (-4.38780, -2.87233, -1.38145)  -0.22
C (-5.83769, -2.64319, -1.78749)  -0.24
O (-6.31640, -3.55004, -2.70346)  -0.11
C (-7.72678, -3.55767, -2.78863)  -0.16
C (-8.22080, -4.44695, -3.97395)  -0.17
O (-9.61284, -4.57793, -3.81616)  -0.19
C (-10.27877, -5.36170, -4.74271)  -0.13
H (-1.66463, -2.40899, -1.61842)  0.06
H (-1.76854, -2.57884, -3.30972)  0.08
H (-2.09687, -4.01266, -2.32406)  0.08
H (-4.13645, -2.21683, -0.54762)  0.11
H (-4.30486, -3.88655, -0.99086)  0.12
H (-5.75941, -1.58406, -2.03291)  0.14
H (-6.27443, -2.76774, -0.79661)  0.13
H (-8.00006, -2.50343, -2.83334)  0.13
H (-8.11765, -3.93407, -1.84332)  0.12
H (-7.76352, -5.43617, -3.99524)  0.12
H (-7.98943, -3.96056, -4.92157)  0.12
H (-9.89161, -6.37392, -4.85939)  0.08
H (-10.22428, -4.86564, -5.71176)  0.09
H (-11.32884, -5.46789, -4.47036)  0.09
C (5.00074, -0.82257, 1.31837)  0.05
N (6.34887, -0.20899, 1.06907)  -0.42
O (6.76484, -0.14763, -0.09072)  0.02
O (6.93762, 0.30445, 1.99365)  0.08
H (5.09781, -1.90285, 1.42639)  0.10
H (4.40691, -0.51820, 0.45648)  0.07
H (4.59944, -0.36245, 2.22134)  0.09
C (-0.95997, -1.75043, 2.20574)  0.03
N (-2.23184, -1.00335, 2.40385)  -0.43
O (-2.43626, -0.39540, 3.41088)  0.07
O (-2.98159, -1.04082, 1.42262)  0.04
H (-1.03919, -2.46563, 1.38702)  0.11
H (-0.71331, -2.12623, 3.19873)  0.09
H (-0.28304, -0.91716, 2.01726)  0.08
C (6.74879, -2.63554, -2.44118)  0.05
N (5.27201, -2.67113, -2.66232)  -0.45
O (4.47020, -2.34158, -1.81087)  0.05
O (4.94065, -3.07032, -3.74077)  0.08
H (7.16636, -1.92774, -3.15724)  0.10
H (7.18764, -3.61064, -2.65255)  0.10
H (6.93755, -2.25304, -1.43810)  0.07
C (1.57790, 0.21504, -0.61131)  0.04
N (0.26133, -0.21305, -1.14273)  -0.36
O (-0.73608, -0.29737, -0.41097)  0.02
O (0.26918, -0.62074, -2.32156)  0.03
H (1.49581, 0.06797, 0.46560)  0.07
H (1.62096, 1.27857, -0.84610)  0.09
H (2.32334, -0.45073, -1.04625)  0.10
C (5.78213, 3.22185, -1.04915)  0.07
N (4.59808, 2.76884, -0.22987)  -0.39
O (4.19125, 3.47458, 0.70986)  0.06
O (4.15974, 1.68093, -0.47282)  0.04
H (5.39720, 3.60101, -1.99581)  0.08
H (6.36972, 2.33360, -1.28125)  0.09
H (6.38972, 3.96652, -0.53496)  0.10
C (-3.68450, 5.86431, 0.12248)  -0.01
C (-3.41692, 4.36575, -0.07105)  -0.53
O (-4.01703, 3.74999, -0.98895)  0.00
N (-2.60805, 3.73743, 0.78283)  0.03
C (-2.37744, 2.24293, 0.82632)  -0.04
H (-4.52394, 6.32164, -0.40126)  0.08
H (-2.83929, 6.45982, -0.22262)  0.07
H (-3.69618, 6.11061, 1.18422)  0.07
H (-2.23613, 4.25768, 1.56457)  0.12
H (-2.83829, 1.68156, 0.01357)  0.08
H (-2.89895, 1.88985, 1.71596)  0.07
H (-1.33575, 1.92250, 0.80852)  0.06
C (2.33481, 1.78772, -4.43036)  0.01
C (2.62365, 3.06645, -3.68247)  -0.59
O (2.24344, 3.16269, -2.55349)  0.05
N (3.23067, 4.05760, -4.34171)  0.00
C (3.61012, 5.35431, -3.79795)  -0.06
H (3.00196, 0.96498, -4.17321)  0.09
H (2.35786, 1.86163, -5.51761)  0.08
H (1.34695, 1.43744, -4.13113)  0.07
H (3.18315, 4.01542, -5.34970)  0.13
H (4.09365, 5.21771, -2.83068)  0.06
H (2.72769, 5.94645, -3.55550)  0.09
H (4.35982, 5.79531, -4.45490)  0.09
C (-3.04236, 0.39220, -3.64494)  0.01
C (-3.42136, 1.89538, -3.70296)  -0.61
O (-4.55271, 2.23724, -3.81509)  0.07
N (-2.47562, 2.78210, -3.83174)  0.02
C (-1.26700, 2.72858, -3.04932)  -0.07
H (-3.88852, -0.21790, -3.96099)  0.08
H (-2.80689, -0.02649, -2.66649)  0.06
H (-2.18959, 0.22809, -4.30367)  0.08
H (-2.88258, 3.70100, -3.93227)  0.14
H (-0.45328, 3.35783, -3.40991)  0.07
H (-0.89958, 1.71832, -2.86914)  0.06
H (-1.37930, 3.20362, -2.07473)  0.07
C (2.60438, -4.59153, 0.84656)  0.02
C (2.23242, -3.36124, 1.72926)  -0.51
O (1.71258, -2.38087, 1.20823)  0.01
N (2.46230, -3.38122, 3.05890)  0.03
C (2.24367, -2.28146, 3.99527)  -0.07
H (1.70830, -4.93567, 0.33014)  0.08
H (3.00251, -5.41108, 1.44483)  0.07
H (3.24782, -4.32561, 0.00787)  0.07
H (2.88269, -4.20629, 3.46215)  0.13
H (1.75759, -2.69860, 4.87719)  0.08
H (1.49172, -1.55010, 3.69899)  0.05
H (3.12742, -1.74854, 4.34611)  0.08

Number 1: lowest unoccupied orbital energy 0.42 eV, E_HOMO -9.5 eV. Number 2: lowest unoccupied orbital energy -0.28 eV, E_HOMO -8.2 eV.